No. 1
Below is a structure of composition C27H45Cl2HfOP in a non-equilibrium geometry, with properties calculated with ωB97M-V with the def2-TZVPD basis set.

Structure (XYZ):
```
77
Properties=species:S:1:pos:R:3:forces:R:3
P -0.163 1.152 -1.102 0.43 -1.30 2.27
C -1.821 0.556 -1.690 -0.02 0.52 -0.11
C -2.413 1.143 -2.976 -0.22 -0.37 -0.01
C -3.856 0.631 -3.153 0.02 0.12 -0.04
C -3.974 -0.897 -3.112 0.13 -0.05 -0.05
C -3.290 -1.513 -1.887 0.04 0.17 0.03
C -1.864 -0.987 -1.696 -0.01 0.11 -0.10
C 1.247 0.453 -2.084 -0.17 0.24 -0.10
C 1.236 0.593 -3.609 0.34 -0.31 -0.05
C 2.579 0.087 -4.173 -0.10 0.11 -0.07
C 2.938 -1.338 -3.735 -0.15 -0.11 0.01
C 2.795 -1.571 -2.225 0.03 0.10 0.02
C 1.487 -1.017 -1.655 -0.08 0.11 -0.12
C -0.065 2.989 -1.126 -0.24 0.19 -1.11
C -1.224 3.583 -0.293 0.06 -0.10 0.00
C -1.126 5.101 -0.075 0.13 -0.03 -0.19
C 0.249 5.568 0.422 0.00 -0.24 0.09
C 1.415 4.981 -0.385 -0.20 -0.04 -0.17
C 1.313 3.464 -0.610 -0.06 -0.17 0.01
H -2.468 0.894 -0.853 0.18 -0.15 -0.25
H -1.797 0.854 -3.840 -0.10 0.01 0.11
H -2.419 2.241 -2.939 0.04 -0.17 0.01
H -4.272 1.015 -4.092 -0.01 -0.07 0.12
H -4.467 1.049 -2.342 0.04 0.02 -0.05
H -5.031 -1.191 -3.129 0.12 0.07 -0.04
H -3.525 -1.318 -4.019 0.04 0.04 0.02
H -3.875 -1.287 -0.986 0.03 0.02 -0.06
H -3.261 -2.605 -1.978 -0.06 0.13 0.01
H -1.439 -1.390 -0.765 -0.02 0.16 -0.22
H -1.241 -1.357 -2.526 -0.15 0.08 0.13
H 2.103 1.049 -1.708 -0.22 -0.22 -0.05
H 3.369 0.769 -3.831 -0.05 0.01 -0.02
H 1.088 1.639 -3.909 -0.02 -0.14 0.07
H 0.403 0.013 -4.038 0.16 0.06 0.11
H 2.562 0.148 -5.268 0.08 -0.03 0.12
H 3.968 -1.567 -4.038 -0.17 0.02 -0.03
H 2.295 -2.050 -4.267 -0.02 0.07 0.04
H 2.849 -2.645 -2.008 0.07 0.16 -0.03
H 3.641 -1.105 -1.703 -0.06 0.04 -0.03
H 1.481 -1.099 -0.556 -0.03 0.06 -0.31
H 0.654 -1.633 -2.022 0.24 0.11 0.10
H -0.189 3.207 -2.204 0.07 0.83 0.36
H -2.189 3.354 -0.772 0.24 0.02 0.11
H -1.244 3.084 0.688 0.11 0.00 -0.15
H -1.357 5.615 -1.017 0.02 -0.04 0.06
H -1.892 5.402 0.652 0.07 0.00 -0.18
H 0.366 5.293 1.479 -0.02 -0.05 -0.12
H 0.297 6.661 0.376 0.00 -0.10 0.08
H 2.358 5.197 0.133 -0.12 0.00 -0.16
H 1.461 5.483 -1.360 -0.02 -0.03 0.06
H 2.102 3.161 -1.315 -0.20 0.07 0.18
H 1.534 2.945 0.337 -0.14 0.02 -0.13
Hf 0.427 -0.423 3.611 -0.62 -1.20 -2.55
Cl 2.130 0.557 2.371 0.89 0.22 -0.12
Cl -1.393 0.907 3.242 -0.91 0.82 0.26
C -0.272 -2.077 2.578 0.10 0.61 1.07
H -1.350 -2.112 2.372 0.13 0.07 0.04
C 0.452 -3.264 2.186 0.68 -0.68 -0.40
C 1.882 -3.234 2.117 -0.73 -0.30 0.13
C 2.608 -4.400 1.908 -0.22 -0.22 -0.04
C 1.948 -5.617 1.693 -0.12 0.06 0.12
C 0.542 -5.661 1.666 0.61 0.08 -0.08
C -0.194 -4.510 1.881 0.32 0.95 0.32
H 2.401 -2.273 2.237 -0.15 -0.39 -0.05
H 3.700 -4.364 1.918 -0.29 -0.04 -0.08
H 0.035 -6.608 1.478 0.12 0.23 0.02
H -1.286 -4.529 1.854 0.29 -0.03 0.07
H 2.523 -6.532 1.557 -0.11 0.19 -0.03
C -0.154 -1.084 8.009 -0.51 -0.03 -0.05
C -0.588 -1.046 6.546 -0.37 -0.02 0.51
O 0.557 -0.659 5.731 0.77 0.11 1.40
H 0.784 -1.628 8.161 -0.13 -0.01 -0.19
H -0.924 -1.596 8.592 0.09 0.07 -0.04
H -0.060 -0.076 8.426 0.06 -0.08 -0.12
H -0.935 -2.005 6.159 0.22 0.00 0.07
H -1.376 -0.303 6.354 0.21 -0.20 0.20
H 1.218 -0.266 6.337 -0.34 -0.18 -0.63
```
Positions in Å, forces in eV/Å.

Values from the calculation:
- LUMO energy: -0.49 eV
- Molecular weight: 666.03 Da
- Net charge: 0
- Kohn-Sham gap: 5.5 eV

No. 2
Below is the ion C6H9BrN5 with charge +1 in a non-equilibrium geometry, with properties calculated with ωB97M-V with the def2-TZVPD basis set.

Structure (XYZ):
```
21
Properties=species:S:1:pos:R:3:forces:R:3
C 2.275 -0.869 -0.294 0.56 -0.96 2.72
N 1.401 0.059 -0.880 -2.71 2.43 -0.95
C 1.503 0.758 -2.071 0.49 -0.76 -2.70
Br 3.022 0.485 -3.202 -0.73 0.50 0.83
C 0.270 1.204 -2.511 1.89 0.71 1.58
N -0.588 0.918 -1.471 4.99 -1.98 1.47
C 0.118 0.229 -0.500 -2.06 -0.73 0.60
N -0.571 -0.326 0.587 0.70 1.14 -1.81
C -1.836 0.217 1.036 1.33 0.41 1.92
C -1.913 -0.410 2.432 2.17 2.37 0.56
N -0.685 -1.146 2.571 -0.70 -0.47 2.02
N -0.006 -1.085 1.603 3.64 -0.71 -2.00
H 3.277 -0.922 -0.692 -0.13 0.18 -0.44
H 2.309 -0.723 0.810 0.34 0.39 -0.79
H 1.716 -1.772 -0.324 0.28 -1.44 -0.42
H 0.080 2.033 -3.169 -0.15 -0.42 -0.57
H -1.495 1.152 -1.406 -3.72 0.96 0.30
H -2.583 -0.226 0.497 -2.27 -0.22 -1.84
H -1.746 1.289 1.094 -0.64 0.42 -0.29
H -1.933 0.249 3.303 -0.25 0.33 -0.35
H -2.613 -1.115 2.586 -3.02 -2.15 0.16
```
Positions in Å, forces in eV/Å.

Values from the calculation:
- SMILES: Cn1c(Br)c[nH]/c1=[N+]1\CCN=N1
- LUMO energy: -3.14 eV
- Molecular weight: 231.08 Da
- Net charge: +1
- Kohn-Sham gap: 9.6 eV

No. 3
Below is a cluster of 2 separate species, C3H6O2 in total, with properties calculated with ωB97M-V with the def2-TZVPD basis set.

Structure (XYZ):
```
11
Properties=species:S:1:pos:R:3:forces:R:3
O -0.629 -2.084 0.232 0.20 -0.10 -0.23
C 0.639 -1.775 0.094 -0.22 -0.11 0.32
C -0.084 0.927 -0.735 -0.01 0.10 -0.05
C 0.099 1.334 0.706 0.27 0.11 0.04
O 1.019 2.008 1.101 -0.40 -0.22 -0.15
H -0.905 -2.560 -0.568 -0.04 -0.01 0.16
H 0.540 0.043 -0.945 -0.07 0.25 -0.01
H 0.854 -1.223 1.042 0.04 -0.10 -0.12
H -1.123 0.656 -0.944 0.14 0.06 0.02
H 0.255 1.723 -1.401 -0.03 -0.03 0.09
H -0.664 0.950 1.420 0.12 0.06 -0.06
```
Positions in Å, forces in eV/Å.

Values from the calculation:
- LUMO energy: 0.40 eV
- Molecular weight: 74.08 Da
- Net charge: 0
- Kohn-Sham gap: 9.6 eV

Please write out number 2 again, unchanged.
Below is the ion C6H9BrN5 with charge +1 in a non-equilibrium geometry, with properties calculated with ωB97M-V with the def2-TZVPD basis set.

Structure (XYZ):
```
21
Properties=species:S:1:pos:R:3:forces:R:3
C 2.275 -0.869 -0.294 0.56 -0.96 2.72
N 1.401 0.059 -0.880 -2.71 2.43 -0.95
C 1.503 0.758 -2.071 0.49 -0.76 -2.70
Br 3.022 0.485 -3.202 -0.73 0.50 0.83
C 0.270 1.204 -2.511 1.89 0.71 1.58
N -0.588 0.918 -1.471 4.99 -1.98 1.47
C 0.118 0.229 -0.500 -2.06 -0.73 0.60
N -0.571 -0.326 0.587 0.70 1.14 -1.81
C -1.836 0.217 1.036 1.33 0.41 1.92
C -1.913 -0.410 2.432 2.17 2.37 0.56
N -0.685 -1.146 2.571 -0.70 -0.47 2.02
N -0.006 -1.085 1.603 3.64 -0.71 -2.00
H 3.277 -0.922 -0.692 -0.13 0.18 -0.44
H 2.309 -0.723 0.810 0.34 0.39 -0.79
H 1.716 -1.772 -0.324 0.28 -1.44 -0.42
H 0.080 2.033 -3.169 -0.15 -0.42 -0.57
H -1.495 1.152 -1.406 -3.72 0.96 0.30
H -2.583 -0.226 0.497 -2.27 -0.22 -1.84
H -1.746 1.289 1.094 -0.64 0.42 -0.29
H -1.933 0.249 3.303 -0.25 0.33 -0.35
H -2.613 -1.115 2.586 -3.02 -2.15 0.16
```
Positions in Å, forces in eV/Å.

Values from the calculation:
- SMILES: Cn1c(Br)c[nH]/c1=[N+]1\CCN=N1
- LUMO energy: -3.14 eV
- Molecular weight: 231.08 Da
- Net charge: +1
- Kohn-Sham gap: 9.6 eV

Which of these has the lowest molecular weight? C3H6O2

Among the records above, which one has the lowest LUMO energy? C6H9BrN5

Please write out number 2 again, unchanged.
Below is the ion C6H9BrN5 with charge +1 in a non-equilibrium geometry, with properties calculated with ωB97M-V with the def2-TZVPD basis set.

Structure (XYZ):
```
21
Properties=species:S:1:pos:R:3:forces:R:3
C 2.275 -0.869 -0.294 0.56 -0.96 2.72
N 1.401 0.059 -0.880 -2.71 2.43 -0.95
C 1.503 0.758 -2.071 0.49 -0.76 -2.70
Br 3.022 0.485 -3.202 -0.73 0.50 0.83
C 0.270 1.204 -2.511 1.89 0.71 1.58
N -0.588 0.918 -1.471 4.99 -1.98 1.47
C 0.118 0.229 -0.500 -2.06 -0.73 0.60
N -0.571 -0.326 0.587 0.70 1.14 -1.81
C -1.836 0.217 1.036 1.33 0.41 1.92
C -1.913 -0.410 2.432 2.17 2.37 0.56
N -0.685 -1.146 2.571 -0.70 -0.47 2.02
N -0.006 -1.085 1.603 3.64 -0.71 -2.00
H 3.277 -0.922 -0.692 -0.13 0.18 -0.44
H 2.309 -0.723 0.810 0.34 0.39 -0.79
H 1.716 -1.772 -0.324 0.28 -1.44 -0.42
H 0.080 2.033 -3.169 -0.15 -0.42 -0.57
H -1.495 1.152 -1.406 -3.72 0.96 0.30
H -2.583 -0.226 0.497 -2.27 -0.22 -1.84
H -1.746 1.289 1.094 -0.64 0.42 -0.29
H -1.933 0.249 3.303 -0.25 0.33 -0.35
H -2.613 -1.115 2.586 -3.02 -2.15 0.16
```
Positions in Å, forces in eV/Å.

Values from the calculation:
- SMILES: Cn1c(Br)c[nH]/c1=[N+]1\CCN=N1
- LUMO energy: -3.14 eV
- Molecular weight: 231.08 Da
- Net charge: +1
- Kohn-Sham gap: 9.6 eV